# 1
Density functional theory data (ωB97M-V/def2-TZVPD) for a structure of composition C5H14N2O.

Its net charge is 0. The calculation puts the LUMO energy at 0.95 eV. As for the gap between HOMO and LUMO: 0.32845 Eh. The calculation puts the highest occupied orbital energy at -7.99 eV. The relative energy (zero: lowest compared OMol25 entry of this formula, charge and spin) is 137.6 kcal/mol. As for the energy: -10435.0594 eV.

Geometry as XYZ:
```
22
Properties=species:S:1:pos:R:3:forces:R:3:nbo_charge:R:1
C -0.299239 -0.570272 -0.256481 1.480 1.898 4.164 0.261
C -0.618054 0.651982 -1.003378 -1.092 -3.356 -3.090 -0.400
C -1.468938 -1.351361 0.315094 -0.085 0.286 0.213 -0.664
C 0.838350 -1.451488 -0.746678 0.049 0.343 0.391 -0.668
C 0.463249 1.542571 -1.571648 0.224 0.192 -0.016 -0.622
N 0.315545 0.573710 1.143575 0.077 0.322 -0.416 -0.150
N 1.499071 0.390398 1.865516 -0.378 -0.980 0.106 -0.665
O -0.791705 0.882375 2.083892 0.242 -0.547 -0.371 -0.669
H -0.923329 1.835788 1.959913 0.119 -0.411 -0.087 0.461
H 1.754207 1.233750 2.384850 -0.261 -0.057 -0.469 0.346
H 1.397224 -0.344058 2.568514 0.021 -0.038 0.019 0.315
H -1.523532 1.155050 -0.671312 0.137 -0.197 0.097 0.231
H -0.930759 -0.225261 -1.781696 -0.510 2.612 -0.463 0.195
H -2.398000 -0.776331 0.352694 0.241 0.135 -0.077 0.227
H -1.231010 -1.600321 1.354401 -0.058 -0.241 -0.271 0.246
H -1.676414 -2.252349 -0.268201 0.203 -0.031 0.101 0.215
H 1.198856 -2.063435 0.083784 0.012 0.072 -0.105 0.235
H 0.491623 -2.133976 -1.529912 -0.168 0.127 0.084 0.222
H 1.672506 -0.879580 -1.154059 -0.064 0.013 0.160 0.231
H 0.480527 1.493126 -2.664021 0.048 0.120 0.136 0.210
H 0.289585 2.578278 -1.273409 -0.100 -0.069 -0.100 0.220
H 1.460236 1.311404 -1.191443 -0.139 -0.193 -0.005 0.224
```
Positions in Å, forces in eV/Å.

---

# 2
Density functional theory data (ωB97M-V/def2-TZVPD) for a structure of composition C19H14Cl4NO4S2W.

Its net charge is +2. The calculation puts the LUMO energy (alpha / beta) at -8.21 / -7.75 eV. As for the gap between HOMO and LUMO (alpha / beta): 0.21172 / 0.23438 Eh. The spin multiplicity is 2. The calculation puts the highest occupied orbital energy (alpha / beta) at -13.97 / -14.13 eV. The relative energy (zero: lowest compared OMol25 entry of this formula, charge and spin) is 0.0 kcal/mol. As for the energy: -103181.0470 eV.

Geometry as XYZ:
```
45
Properties=species:S:1:pos:R:3:forces:R:3:mulliken_spin:R:1
W -0.042477 1.669313 0.621465 -0.043 -0.540 -1.283 1.123
Cl 4.428189 -3.183202 2.195102 0.035 -0.022 -0.007 -0.003
C 3.085468 -2.136212 2.189223 -0.065 -0.108 0.228 -0.006
C 2.136240 -2.210769 3.259824 0.231 -0.083 -0.112 -0.021
Cl 2.386471 -3.325918 4.520690 -0.011 -0.031 0.037 -0.006
C 1.029506 -1.385322 3.292678 -0.043 0.126 -0.292 0.028
Cl -0.139957 -1.382924 4.537272 0.037 -0.049 0.035 0.001
C 0.886541 -0.489183 2.230359 -0.135 0.214 0.156 -0.026
O -0.087013 0.394977 2.065190 -0.147 -0.444 0.734 -0.033
C 1.820847 -0.389749 1.208521 0.438 -0.132 -0.252 -0.052
O 1.513533 0.567412 0.336521 0.010 0.232 0.118 -0.073
C 2.943545 -1.223587 1.160807 -0.247 0.189 0.011 0.010
Cl 4.049498 -1.053259 -0.126381 0.053 -0.038 0.012 0.000
O 0.193027 2.844584 -0.946031 0.137 -0.052 -0.008 -0.013
N -0.278171 2.533532 -2.186263 0.123 0.165 0.143 0.025
C 0.068910 3.375410 -3.187613 -0.132 -0.226 0.051 0.003
C -0.391220 3.115970 -4.446017 0.042 0.061 0.026 0.001
C -1.201714 1.993993 -4.650966 -0.018 0.008 -0.137 0.002
C -1.529389 1.160845 -3.606658 0.026 0.015 0.071 0.003
C -1.048316 1.440079 -2.326141 0.039 0.052 -0.213 0.018
S -1.397127 0.485761 -0.926892 -0.127 0.191 0.195 -0.019
H 0.698328 4.199747 -2.891650 0.005 0.032 -0.047 0.000
H -0.121618 3.780473 -5.253243 -0.018 -0.022 -0.021 0.000
H -1.574633 1.775606 -5.642834 0.005 0.005 0.007 0.000
H -2.153765 0.291675 -3.755472 0.008 -0.014 0.037 0.000
C 4.217721 2.249880 2.070457 -0.017 0.009 -0.003 0.002
C 2.807573 2.594694 2.440889 -0.094 0.051 -0.028 0.031
C 1.981165 3.311874 1.551667 0.371 0.235 0.036 -0.031
C 0.664418 3.618794 1.871370 0.092 0.141 0.209 -0.012
C 0.130506 3.120420 3.085070 0.164 0.099 -0.292 0.013
C 0.923154 2.456783 3.989444 0.142 -0.115 -0.042 0.029
C 2.274427 2.236315 3.670951 -0.152 -0.040 0.134 0.000
S -1.612979 2.850037 3.018753 -0.340 -0.237 0.250 0.009
C -2.357001 4.454936 2.948022 0.010 0.088 -0.055 0.000
O -1.694638 2.371690 1.511750 -0.393 0.213 0.381 -0.007
H 4.441834 2.524448 1.041887 -0.005 0.002 0.005 0.000
H 4.398067 1.180120 2.186905 -0.002 0.004 0.022 0.001
H 4.917609 2.770870 2.725831 0.002 0.000 -0.001 0.001
H 2.391368 3.697095 0.625718 0.066 -0.043 0.002 0.002
H 0.107094 4.329198 1.270154 -0.004 -0.045 -0.111 -0.004
H 0.500637 2.024629 4.888691 0.006 0.002 -0.006 0.004
H 2.896261 1.709954 4.386034 -0.011 0.008 -0.007 0.000
H -1.893238 5.063006 2.174637 -0.023 0.037 0.032 0.000
H -2.237827 4.897748 3.938432 -0.016 0.022 -0.020 0.001
H -3.413666 4.289685 2.739157 0.000 0.039 0.007 0.000
```
Positions in Å, forces in eV/Å.

---

# 3
Density functional theory data (ωB97M-V/def2-TZVPD) for a structure of composition C33H41B2F4N4O8P2V.

Its net charge is +1. The calculation puts the LUMO energy (alpha / beta) at -3.49 / -3.63 eV. As for the gap between HOMO and LUMO (alpha / beta): 0.27985 / 0.26641 Eh. The spin multiplicity is 2. The calculation puts the highest occupied orbital energy (alpha / beta) at -11.10 / -10.88 eV. The relative energy (zero: lowest compared OMol25 entry of this formula, charge and spin) is 0.0 kcal/mol. As for the energy: -113717.2762 eV.

Geometry as XYZ:
```
95
Properties=species:S:1:pos:R:3:forces:R:3:mulliken_spin:R:1
V 1.083956 0.272626 0.626795 -1.442 -0.928 -1.237 0.867
C 2.306345 -2.809859 3.707525 0.009 0.029 -0.015 -0.002
C 2.058220 -1.642264 2.824184 -0.178 0.071 -0.294 0.047
N 1.334293 -1.650265 1.754751 0.153 -0.257 0.126 -0.037
O 0.748100 -2.833487 1.466825 0.251 0.065 0.404 -0.001
B 0.554113 -3.015573 0.031277 -0.510 0.313 -0.613 -0.008
F 1.703718 -2.677750 -0.673540 0.186 0.001 0.012 0.006
F 0.071502 -4.257200 -0.215370 0.009 -0.140 0.036 0.001
O -0.555776 -2.050518 -0.430993 -0.160 -0.959 0.331 0.051
N -0.303848 -0.780077 -0.204815 1.097 1.768 0.732 0.088
C -1.323931 0.065463 -0.797598 0.305 -0.020 -0.004 -0.038
C -1.103684 0.028105 -2.319597 -0.094 0.034 -0.191 0.004
C -1.165943 1.762985 1.291218 -0.631 0.322 -0.477 -0.084
N -0.268304 1.136321 1.915056 0.907 -0.158 0.280 -0.009
O 0.108002 1.560307 3.167072 0.021 -0.176 0.169 0.004
B 1.264461 2.479749 2.987785 -0.038 0.134 0.037 0.000
F 0.935658 3.626647 2.315412 -0.034 -0.018 0.011 0.000
F 1.853770 2.670838 4.201139 -0.028 -0.024 0.044 0.000
O 2.275078 1.789196 1.986569 0.363 0.109 0.075 -0.010
N 2.373849 0.448337 2.086258 -0.402 0.310 -0.017 -0.049
C 2.573878 -0.279774 3.114565 0.205 -0.076 -0.038 0.032
C 3.197086 0.109793 4.401389 -0.044 0.041 0.009 -0.001
C -1.980296 2.858662 1.875516 0.016 0.062 0.082 -0.004
H 1.976798 -3.725368 3.226410 0.007 0.012 0.011 0.000
H 1.766939 -2.689081 4.649019 -0.018 -0.009 0.017 0.002
H 3.367775 -2.876161 3.946517 0.019 -0.009 0.012 0.001
H -0.912817 -0.999489 -2.622095 -0.036 0.001 0.021 -0.001
H -0.220105 0.624761 -2.543443 -0.036 0.021 0.009 -0.001
H -1.955884 0.408356 -2.882052 0.031 -0.001 -0.036 0.000
H 3.564498 1.129707 4.367454 -0.006 0.000 -0.028 0.000
H 4.015920 -0.577039 4.622674 -0.022 -0.032 0.005 0.002
H 2.467086 0.034784 5.209098 -0.015 0.003 0.002 0.002
H -2.984530 2.877290 1.461176 0.031 0.032 -0.005 0.001
H -1.495773 3.808920 1.635824 0.030 -0.024 -0.017 0.001
H -2.008703 2.763291 2.958100 -0.025 -0.001 -0.011 -0.001
O 0.302911 1.693048 -0.499665 0.635 0.068 0.018 0.001
C -1.030720 1.520223 -0.256053 -0.417 -0.530 0.206 0.085
C -2.104756 2.324252 -0.945755 -0.066 0.057 0.014 0.013
C -1.994385 3.602714 -1.440086 -0.047 0.106 -0.052 0.000
C -3.124566 4.213373 -1.979538 0.040 0.005 0.009 0.000
C -4.344257 3.552804 -2.022170 -0.002 -0.098 0.038 0.000
C -4.457881 2.251821 -1.539591 0.030 0.141 -0.026 -0.002
C -3.335551 1.646021 -0.997457 -0.008 -0.094 -0.004 -0.001
P -3.123984 -0.063234 -0.446625 0.181 -0.076 -0.014 0.012
C -3.472033 -0.266752 1.295016 0.060 -0.025 -0.009 0.001
C -2.912487 -1.357429 1.967401 -0.018 0.031 -0.037 -0.003
C -3.166835 -1.521162 3.317336 0.014 -0.007 -0.028 0.000
C -3.980445 -0.617051 3.988559 -0.015 0.031 0.008 0.000
C -4.552839 0.451025 3.313582 -0.010 0.003 0.016 0.000
C -4.297561 0.632832 1.963631 -0.052 -0.079 -0.022 0.000
C -4.055506 -1.269139 -1.377668 0.009 0.034 0.029 0.000
C -3.436849 -2.361535 -1.979815 -0.035 -0.014 -0.022 -0.001
C -4.216242 -3.303578 -2.635749 0.022 0.015 0.015 0.001
C -5.593082 -3.159380 -2.685716 -0.029 -0.007 -0.009 0.000
C -6.211413 -2.082153 -2.063074 -0.003 0.026 0.018 0.000
C -5.447288 -1.140081 -1.399748 0.058 -0.004 -0.008 0.000
H -1.041340 4.114440 -1.406717 0.022 -0.008 0.009 0.000
H -3.047449 5.217800 -2.373008 -0.015 0.017 -0.009 0.000
H -5.209677 4.040221 -2.448488 -0.006 0.016 -0.011 0.000
H -5.401999 1.730719 -1.615824 -0.010 -0.012 0.000 0.000
H -2.284325 -2.069917 1.446021 0.045 0.013 -0.045 0.000
H -2.730657 -2.358506 3.843649 0.006 -0.016 0.020 0.000
H -4.174027 -0.746809 5.044862 0.000 -0.013 0.005 0.000
H -5.193397 1.145224 3.839291 -0.012 0.017 0.007 0.000
H -4.735679 1.470094 1.434428 -0.019 0.000 0.007 0.000
H -2.367263 -2.497724 -1.915328 0.028 0.015 0.016 0.001
H -3.741813 -4.156046 -3.100540 0.015 -0.021 -0.010 0.000
H -6.193046 -3.897349 -3.200467 -0.008 -0.010 -0.004 0.000
H -7.287544 -1.982510 -2.084718 -0.017 -0.006 -0.006 0.000
H -5.934045 -0.322369 -0.882099 -0.022 0.003 0.003 0.000
C 5.940514 -1.894173 -0.315773 -0.054 0.030 -0.023 0.001
C 4.700111 -1.094406 0.000624 0.049 -0.058 0.120 0.011
O 4.117725 -0.666994 -1.244063 -0.028 0.036 -0.046 0.011
P 2.836885 0.295757 -1.242565 -0.311 -0.170 0.210 0.016
O 3.360525 1.781737 -1.289127 0.045 -0.002 0.030 -0.001
C 4.354636 2.223049 -2.249943 0.067 0.045 0.015 -0.001
C 5.677164 2.431122 -1.549780 -0.045 -0.007 -0.037 0.000
O 2.314499 0.056765 -2.728497 -0.025 0.177 0.204 -0.009
C 2.390191 -1.194535 -3.448825 0.021 -0.154 -0.094 -0.001
C 3.502261 -1.136689 -4.470215 -0.039 0.029 0.064 -0.001
H 6.382746 -2.272836 0.605094 0.019 -0.010 0.017 0.000
H 6.679582 -1.278526 -0.827057 0.007 0.009 -0.006 0.000
H 5.688278 -2.739459 -0.954715 0.008 -0.020 0.009 0.000
H 4.939087 -0.216567 0.609235 0.001 -0.010 -0.017 0.002
H 3.966403 -1.706088 0.532890 -0.010 0.018 -0.025 0.001
H 3.969548 3.152891 -2.664615 -0.003 -0.018 0.000 0.000
H 4.434978 1.491298 -3.055050 -0.019 0.008 0.011 0.000
H 5.571907 3.148076 -0.737333 -0.001 0.020 0.013 0.000
H 6.410371 2.814231 -2.259756 0.020 0.010 0.006 0.000
H 6.052498 1.492024 -1.143149 0.009 -0.019 -0.006 0.000
H 1.420189 -1.308171 -3.933593 0.004 -0.014 0.032 0.000
H 2.530389 -2.016608 -2.749743 -0.029 0.026 -0.002 0.000
H 3.357697 -0.297293 -5.149541 0.006 0.013 -0.023 0.000
H 3.510048 -2.056868 -5.054807 0.003 -0.009 -0.013 0.000
H 4.468372 -1.033844 -3.977662 0.028 -0.006 0.004 0.000
```
Positions in Å, forces in eV/Å.

---

Look up the energy of the second one.
-103181.0470 eV

---

Which value of relative energy (zero: lowest compared OMol25 entry of this formula, charge and spin) does entry 2 give?
0.0 kcal/mol